[1]
Below is C2H8Cl2Si2 as an isolated structure in a non-equilibrium geometry, with properties calculated with the ωB97M-V functional and the def2-TZVPD basis.

XYZ file:
```
14
C2H8Cl2Si2 | OMol25 | the ωB97M-V functional and the def2-TZVPD basis
C 2.309 -1.593 0.349
C -2.129 1.535 -0.581
Si 0.824 0.347 0.968
Si -1.091 -0.067 -0.314
Cl -0.685 -0.913 -2.175
Cl -2.458 -1.340 0.455
H 1.856 -1.673 -0.711
H 3.292 -1.248 0.558
H 2.250 -2.505 0.876
H -1.492 2.421 -0.732
H -2.556 1.475 -1.661
H -2.778 1.640 0.217
H 0.863 0.556 2.562
H 1.796 1.366 0.189
```

Computed properties:
Lowest unoccupied orbital energy (eV): 0.06
Gap between HOMO and LUMO (eV): 9.0923
Energy relative to the best compared isomer or geometry (same formula, charge and spin) (eV): 2.816

These are the Mulliken partial charges, in e, on atoms 1 to 4:
1. C -1.021
2. C -1.033
3. Si 0.283
4. Si 0.655

[2]
Below is a 7-piece molecular cluster, C30H55B2F8N10 overall in a non-equilibrium geometry, with properties calculated with the ωB97M-V functional and the def2-TZVPD basis.

XYZ file:
```
105
C30H55B2F8N10 | OMol25 | the ωB97M-V functional and the def2-TZVPD basis
C -5.770 -5.285 -0.430
C -5.680 -4.547 -1.752
N -4.795 -3.398 -1.490
C -3.396 -3.543 -1.165
C -3.009 -2.285 -1.292
N -4.062 -1.330 -1.431
C -5.145 -2.063 -1.661
C -3.924 0.144 -1.520
H -6.545 -4.730 0.098
H -4.850 -5.326 0.153
H -6.181 -6.287 -0.553
H -6.628 -4.157 -2.124
H -5.299 -5.138 -2.585
H -2.957 -4.526 -1.080
H -2.030 -1.845 -1.410
H -6.126 -1.666 -1.881
H -3.951 0.442 -2.568
H -2.974 0.455 -1.086
H -4.824 0.590 -1.095
C 4.693 -0.703 1.412
C 4.514 -2.094 2.080
N 3.189 -2.581 1.900
C 2.873 -3.767 1.322
C 1.517 -3.997 1.370
N 0.925 -2.856 2.073
C 2.005 -2.039 2.405
C -0.494 -2.550 2.306
H 3.897 -0.085 1.828
H 4.631 -0.723 0.324
H 5.628 -0.267 1.762
H 4.681 -2.103 3.158
H 5.163 -2.852 1.641
H 3.699 -4.406 1.045
H 0.910 -4.849 1.100
H 1.914 -1.164 3.032
H -0.614 -1.467 2.334
H -0.829 -3.017 3.232
H -1.120 -2.989 1.529
C 1.970 5.828 -5.101
C 1.418 6.500 -3.900
N 1.184 5.519 -2.911
C -0.034 4.933 -2.656
C 0.265 4.043 -1.605
N 1.652 3.948 -1.425
C 2.165 4.964 -2.110
C 2.368 3.136 -0.480
H 1.409 4.969 -5.469
H 2.990 5.477 -4.949
H 2.073 6.488 -5.963
H 0.505 7.071 -4.069
H 2.114 7.217 -3.465
H -0.971 5.333 -3.017
H -0.464 3.482 -1.039
H 3.191 5.300 -2.118
H 3.417 3.035 -0.759
H 2.042 2.096 -0.436
H 2.299 3.525 0.536
C 0.732 -2.544 -1.788
C 1.530 -1.534 -2.759
N 3.016 -1.568 -2.554
C 3.920 -0.742 -3.130
C 5.200 -0.942 -2.651
N 5.094 -2.150 -1.968
C 3.759 -2.430 -1.785
C 6.100 -2.903 -1.369
H -0.181 -2.784 -2.334
H 0.458 -2.192 -0.793
H 1.182 -3.535 -1.740
H 1.192 -0.500 -2.697
H 1.380 -1.896 -3.777
H 3.683 -0.094 -3.961
H 6.201 -0.549 -2.752
H 3.361 -3.279 -1.248
H 6.749 -3.443 -2.059
H 5.881 -3.693 -0.651
H 6.763 -2.232 -0.823
C -4.803 0.609 2.786
C -3.321 0.294 2.417
N -2.391 0.510 3.470
C -2.249 -0.049 4.718
C -1.194 0.691 5.431
N -0.693 1.596 4.600
C -1.518 1.540 3.469
C 0.442 2.503 4.855
H -4.939 1.689 2.721
H -5.011 0.229 3.786
H -5.488 0.168 2.061
H -2.948 0.685 1.471
H -3.372 -0.788 2.295
H -2.990 -0.665 5.204
H -0.806 0.543 6.428
H -1.422 2.199 2.619
H 0.289 2.777 5.898
H 0.322 3.428 4.290
H 1.407 2.027 4.683
B -0.130 0.501 0.079
F 1.042 -0.027 0.582
F -0.409 1.699 0.792
F -0.072 0.857 -1.273
F -1.194 -0.429 0.151
B -2.630 4.506 1.476
F -3.180 4.125 0.287
F -3.038 5.767 1.755
F -3.088 3.648 2.400
F -1.264 4.518 1.341
```

Computed properties:
Lowest unoccupied orbital energy (spin up / spin down) (eV): -10.67 / -14.65
Gap between HOMO and LUMO (spin up / spin down) (eV): 6.7213 / 2.7390
Spin multiplicity: 2
Charge: +4

These are the Mulliken partial charges, in e, on atoms 1 to 4:
1. C -1.010
2. C -0.531
3. N 0.138
4. C -0.611

[3]
Below is C27H32BeFN5O4Te as an isolated structure in a non-equilibrium geometry, with properties calculated with the ωB97M-V functional and the def2-TZVPD basis.

XYZ file:
```
71
C27H32BeFN5O4Te | OMol25 | the ωB97M-V functional and the def2-TZVPD basis
Be 7.681 10.714 17.979
F 8.121 10.066 24.987
C 7.793 9.274 23.867
C 8.762 8.686 23.177
C 8.440 8.304 21.870
C 9.498 8.178 20.845
O 10.704 8.182 21.106
C 8.905 8.128 19.497
C 7.617 7.790 19.257
N 6.712 7.455 20.283
C 5.341 7.249 19.900
C 4.692 5.855 19.932
C 4.928 6.545 18.603
C 7.075 8.012 21.542
C 6.147 8.326 22.498
C 6.481 9.253 23.520
N 5.518 10.281 23.808
C 6.107 11.490 24.451
C 6.524 12.449 23.352
N 5.445 12.545 22.324
C 4.160 11.989 22.686
C 4.341 10.452 22.960
C 9.536 8.823 18.295
O 10.607 8.464 17.793
O 8.743 9.729 17.531
H 9.808 8.856 23.523
H 7.173 7.745 18.230
H 4.721 8.154 20.079
H 3.655 5.709 20.142
H 5.371 5.049 20.161
H 3.999 6.849 18.174
H 5.686 6.096 17.908
H 5.085 7.908 22.360
H 6.943 11.238 25.044
H 5.465 11.930 25.196
H 7.291 12.010 22.738
H 6.909 13.440 23.721
H 5.811 12.056 21.393
H 5.311 13.540 22.044
H 3.623 12.087 21.751
H 3.684 12.712 23.378
H 4.384 9.988 21.948
H 3.448 10.220 23.633
C 7.589 9.308 12.641
C 8.871 9.674 13.511
N 9.505 11.006 13.066
C 10.624 10.902 12.106
C 10.347 10.716 10.615
C 9.126 12.316 13.401
O 9.733 13.321 12.987
C 7.944 12.455 14.333
C 6.652 12.834 14.016
C 5.711 12.829 15.062
C 6.054 12.370 16.378
N 7.269 11.904 16.620
C 8.183 11.969 15.624
H 7.280 8.280 12.895
H 7.825 9.375 11.504
H 6.896 10.081 12.938
H 9.616 8.909 13.423
H 8.729 9.685 14.531
H 11.310 10.244 12.615
H 11.178 11.809 12.103
H 9.887 9.773 10.490
H 11.305 10.631 10.059
H 9.671 11.451 10.182
H 6.422 13.207 13.037
H 4.705 13.213 14.879
H 5.421 12.310 17.257
H 9.160 11.516 15.864
Te 6.074 10.952 19.654
```

Computed properties:
Lowest unoccupied orbital energy (eV): -0.15
Gap between HOMO and LUMO (eV): 6.5454
Energy relative to the best compared isomer or geometry (same formula, charge and spin) (eV): 0.853

These are the Mulliken partial charges, in e, on atoms 1 to 4:
1. Be -0.486
2. F -0.423
3. C 0.827
4. C -1.246

[4]
Below is C16H16F4NO6S2 as an isolated structure in a non-equilibrium geometry, with properties calculated with the ωB97M-V functional and the def2-TZVPD basis.

XYZ file:
```
45
C16H16F4NO6S2 | OMol25 | the ωB97M-V functional and the def2-TZVPD basis
O -0.536 -2.190 0.575
C 0.313 -1.332 0.430
C 1.705 -1.558 0.945
C 2.682 -0.798 0.462
C 2.455 0.240 -0.603
O 3.396 0.541 -1.317
C 1.061 0.787 -0.718
C 0.730 2.016 -1.278
C 1.796 2.972 -1.807
C 1.929 4.179 -0.842
C 2.725 3.872 0.420
F 2.150 2.892 1.213
C -0.587 2.398 -1.363
C -1.621 1.615 -0.875
C -3.034 2.145 -1.037
C -4.115 1.194 -0.454
C -5.479 1.817 -0.751
F -6.468 0.933 -0.346
C -1.294 0.399 -0.302
C 0.013 0.002 -0.226
H 1.957 -2.315 1.693
H 3.707 -0.939 0.802
H 2.748 2.494 -2.037
H 1.406 3.362 -2.760
H 2.489 4.955 -1.390
H 0.948 4.622 -0.632
H 3.760 3.621 0.157
H 2.753 4.790 1.027
H -0.830 3.353 -1.831
H -3.235 2.291 -2.110
H -3.168 3.133 -0.572
H -3.994 0.229 -0.957
H -3.934 1.122 0.623
H -5.545 2.741 -0.157
H -5.585 2.106 -1.803
H -2.101 -0.216 0.084
N 1.276 -5.730 1.332
S 1.765 -5.675 2.833
O 2.796 -6.590 3.208
O 0.781 -5.379 3.826
F 2.577 -4.287 2.778
S 0.469 -7.040 0.992
O 0.321 -7.236 -0.415
O -0.670 -7.329 1.802
F 1.488 -8.208 1.380
```

Computed properties:
Lowest unoccupied orbital energy (eV): 1.16
Gap between HOMO and LUMO (eV): 7.6849
Energy relative to the best compared isomer or geometry (same formula, charge and spin) (eV): 0.397
Charge: -1

These are the Mulliken partial charges, in e, on atoms 1 to 4:
1. O -0.559
2. C 0.040
3. C -0.448
4. C -0.745

[5]
Below is C43H28Cl2FN8O4Zr as an isolated structure in a non-equilibrium geometry, with properties calculated with the ωB97M-V functional and the def2-TZVPD basis.

XYZ file:
```
87
C43H28Cl2FN8O4Zr | OMol25 | the ωB97M-V functional and the def2-TZVPD basis
Zr 0.089 -0.041 0.454
O 0.696 -4.666 0.679
C 0.355 -3.555 0.255
N 0.418 -2.357 0.871
C 0.881 -2.426 2.228
C 0.422 -3.344 3.167
C 0.928 -3.346 4.442
C 1.834 -2.369 4.819
C 2.187 -1.361 3.951
C 1.745 -1.427 2.639
N 1.973 -0.460 1.602
C 3.109 0.250 1.669
O 4.062 0.152 2.432
C 3.236 1.317 0.612
C 4.448 2.011 0.498
C 4.572 2.973 -0.468
C 3.479 3.218 -1.263
C 2.333 2.498 -1.071
N 2.181 1.520 -0.164
C -0.200 -3.506 -1.129
C -0.400 -4.690 -1.838
C -0.817 -4.603 -3.148
C -1.038 -3.361 -3.705
C -0.859 -2.243 -2.894
N -0.428 -2.303 -1.650
H -0.311 -4.085 2.875
H 0.611 -4.075 5.159
H 2.198 -2.296 5.843
H 2.822 -0.549 4.281
H 5.243 1.709 1.145
H 5.521 3.486 -0.629
H 3.491 3.974 -2.025
H 1.477 2.748 -1.648
H -0.211 -5.592 -1.313
H -0.976 -5.510 -3.743
H -1.317 -3.232 -4.736
H -1.070 -1.252 -3.254
Cl -1.433 -1.399 7.267
C -0.996 -0.508 5.834
C -1.484 -0.918 4.608
C -1.048 -0.299 3.444
N -1.319 -0.688 2.119
C -2.305 -1.554 1.826
O -2.929 -2.308 2.551
C -2.763 -1.421 0.397
C -3.849 -2.150 -0.091
C -4.280 -1.893 -1.382
C -3.738 -0.840 -2.087
C -2.666 -0.161 -1.511
N -2.158 -0.455 -0.310
C -0.210 0.810 3.504
C 0.231 1.227 4.751
C -0.128 0.551 5.914
Cl 0.598 1.059 7.409
N 0.081 1.382 2.257
C 0.581 2.624 2.193
O 1.201 3.299 3.016
C 0.189 3.338 0.935
C 0.623 4.645 0.752
C 0.287 5.273 -0.434
C -0.586 4.620 -1.296
C -0.995 3.335 -1.002
N -0.565 2.674 0.066
H -2.170 -1.755 4.581
H -4.323 -2.888 0.524
H -5.053 -2.515 -1.801
H -4.038 -0.598 -3.097
H -2.159 0.609 -2.067
H 0.920 2.062 4.833
H 1.234 5.105 1.515
H 0.622 6.285 -0.643
H -0.910 5.113 -2.200
H -1.604 2.788 -1.695
F -1.134 1.143 -7.791
C -0.873 0.986 -6.479
C 0.095 0.079 -6.066
C 0.370 -0.003 -4.707
C -0.305 0.759 -3.688
C 0.189 0.678 -2.263
C -1.294 1.626 -4.205
C -1.576 1.738 -5.575
H 0.618 -0.521 -6.787
H 1.128 -0.698 -4.382
H 0.316 1.702 -1.928
H 1.189 0.233 -2.313
H -1.877 2.222 -3.534
H -2.388 2.399 -5.909
```

Computed properties:
Lowest unoccupied orbital energy (eV): 1.92
Gap between HOMO and LUMO (eV): 6.5922
Energy relative to the best compared isomer or geometry (same formula, charge and spin) (eV): 1.677
Charge: -1

These are the Mulliken partial charges, in e, on atoms 1 to 4:
1. Zr -0.322
2. O -0.764
3. C -0.068
4. N 0.697

[6]
Below is a 3-piece molecular cluster, C40H32FN6O6 overall in a non-equilibrium geometry, with properties calculated with the ωB97M-V functional and the def2-TZVPD basis.

XYZ file:
```
85
C40H32FN6O6 | OMol25 | the ωB97M-V functional and the def2-TZVPD basis
C 6.010 6.972 2.028
C 5.097 6.899 0.715
N 5.747 6.147 -0.384
N 5.490 4.785 -0.341
C 6.365 3.986 0.206
N 7.630 4.303 0.833
C 8.366 2.998 0.940
C 7.517 1.997 -0.004
C 8.081 2.203 -1.470
O 8.352 3.276 -1.944
N 8.323 1.020 -2.254
C 7.943 1.180 -3.639
O 7.025 1.806 -4.028
F 8.735 0.496 -4.532
N 6.180 2.545 0.245
C 4.297 4.144 -0.921
C 3.285 3.524 -0.026
C 2.143 2.864 -0.671
C 2.115 2.872 -2.139
N 3.013 3.453 -2.985
C 4.063 4.051 -2.360
H 5.973 7.989 2.499
H 5.629 6.174 2.728
H 7.075 6.719 1.792
H 5.008 7.970 0.370
H 4.063 6.525 0.949
H 5.569 6.550 -1.304
H 7.380 4.494 1.813
H 9.332 3.070 0.383
H 8.398 2.548 1.970
H 7.607 0.904 0.254
H 7.882 0.206 -1.818
H 5.680 2.219 1.071
H 3.438 3.560 1.078
H 1.387 2.363 -0.016
H 1.251 2.339 -2.620
H 4.838 4.525 -3.023
C -1.710 1.517 4.665
C -1.988 0.529 5.606
C -2.058 -0.801 5.217
C -1.861 -1.147 3.883
C -1.607 -0.154 2.936
C -1.520 1.178 3.334
C -1.444 -0.503 1.502
O -1.218 0.363 0.676
C -1.571 -1.923 1.092
C -1.479 -2.260 -0.256
C -1.583 -3.587 -0.648
C -1.771 -4.584 0.305
C -1.869 -4.253 1.649
C -1.779 -2.921 2.045
C -1.921 -2.575 3.481
O -2.089 -3.444 4.313
H -1.647 2.555 4.972
H -2.148 0.797 6.643
H -2.270 -1.568 5.953
H -1.310 1.951 2.604
H -1.330 -1.489 -1.002
H -1.517 -3.846 -1.699
H -1.845 -5.621 -0.002
H -2.020 -5.033 2.385
C -5.191 -3.715 1.266
C -6.334 -2.991 1.595
C -7.412 -2.959 0.722
C -7.346 -3.641 -0.490
C -6.191 -4.346 -0.829
C -5.119 -4.391 0.057
C -6.086 -5.038 -2.138
O -5.079 -5.656 -2.432
C -7.225 -4.955 -3.085
C -7.121 -5.550 -4.339
C -8.186 -5.489 -5.227
C -9.364 -4.842 -4.861
C -9.470 -4.243 -3.614
C -8.399 -4.289 -2.726
C -8.511 -3.615 -1.410
O -9.537 -3.045 -1.091
H -4.354 -3.747 1.953
H -6.384 -2.453 2.535
H -8.301 -2.398 0.984
H -4.227 -4.948 -0.195
H -6.209 -6.058 -4.628
H -8.101 -5.949 -6.205
H -10.197 -4.802 -5.552
H -10.387 -3.736 -3.336
```

Computed properties:
Lowest unoccupied orbital energy (eV): -3.81
Gap between HOMO and LUMO (eV): 7.0088
Energy relative to the best compared isomer or geometry (same formula, charge and spin) (eV): 2.587
Charge: +1

These are the Mulliken partial charges, in e, on atoms 1 to 4:
1. C -1.037
2. C -0.270
3. N -0.642
4. N 0.738

[7]
Below is a single C5H4Cl2S2 molecule in a non-equilibrium geometry, with properties calculated with the ωB97M-V functional and the def2-TZVPD basis.

XYZ file:
```
13
C5H4Cl2S2 | OMol25 | the ωB97M-V functional and the def2-TZVPD basis
C -1.586 -1.125 1.675
C -0.483 -0.264 -0.245
C -0.684 -1.364 0.656
C -1.445 0.827 0.104
C 1.989 0.810 -1.034
S -2.238 0.436 1.527
S 0.610 -0.275 -1.626
Cl 0.010 -2.844 0.341
Cl -1.238 2.300 -0.705
H -1.725 -1.821 2.391
H 1.832 1.378 -0.227
H 2.081 1.716 -1.737
H 2.875 0.227 -1.120
```

Computed properties:
SMILES: CSc1c(Cl)csc1Cl
Lowest unoccupied orbital energy (eV): 0.27
Gap between HOMO and LUMO (eV): 8.9639
Energy relative to the best compared isomer or geometry (same formula, charge and spin) (eV): 0.000

These are the Mulliken partial charges, in e, on atoms 1 to 4:
1. C -0.495
2. C -0.234
3. C 0.273
4. C 0.379

[8]
Below is a single C4H5PS molecule in a non-equilibrium geometry, with properties calculated with the ωB97M-V functional and the def2-TZVPD basis.

XYZ file:
```
11
C4H5PS | OMol25 | the ωB97M-V functional and the def2-TZVPD basis
C -1.847 -1.057 -0.027
C 0.588 -0.257 0.210
C -0.852 -0.074 0.177
C 1.432 0.867 -0.296
P -2.027 -0.652 1.546
S 1.280 -1.628 0.754
H -2.412 -1.769 -0.674
H -1.073 1.044 -0.344
H 1.575 1.581 0.465
H 0.883 1.422 -1.197
H 2.453 0.521 -0.613
```

Computed properties:
SMILES: CC(=S)[C@H]1C=P1
Lowest unoccupied orbital energy (eV): -0.24
Gap between HOMO and LUMO (eV): 8.2361
Energy relative to the best compared isomer or geometry (same formula, charge and spin) (eV): 1.579

These are the Mulliken partial charges, in e, on atoms 1 to 4:
1. C -0.428
2. C 0.561
3. C -0.162
4. C -1.104